No. 1
C35H46CaN5S2Si2 | ωB97M-V with the def2-TZVPD basis set

```
91
Properties=species:S:1:pos:R:3:lowdin_charge:R:1
Ca -0.53 0.68 0.84 0.968
C 2.52 -2.78 1.31 -0.093
N 1.12 -2.43 1.41 -0.141
C 0.80 -1.91 2.75 -0.184
C 1.60 -0.69 3.19 -0.166
N 1.50 0.52 2.34 -0.255
C 2.42 0.54 1.20 -0.112
C 1.60 1.70 3.17 -0.318
C 2.84 2.25 3.46 -0.045
C 2.96 3.37 4.28 -0.109
C 1.80 3.93 4.81 -0.110
C 0.57 3.37 4.54 -0.131
C 0.42 2.25 3.71 -0.680
S -1.18 1.61 3.36 0.483
C 0.23 -3.48 1.01 -0.270
C 0.72 -4.78 0.84 -0.049
C -0.08 -5.83 0.40 -0.119
C -1.42 -5.58 0.12 -0.128
C -1.92 -4.31 0.30 -0.163
C -1.13 -3.23 0.73 -0.647
S -1.94 -1.68 0.85 0.519
H 2.83 -3.54 2.04 0.092
H 3.14 -1.90 1.47 0.059
H 2.74 -3.15 0.30 0.081
H 0.98 -2.69 3.51 0.132
H -0.26 -1.66 2.78 0.060
H 2.66 -0.92 3.35 0.121
H 1.18 -0.41 4.16 0.125
H 3.47 0.37 1.48 0.084
H 2.34 1.51 0.71 0.088
H 2.14 -0.24 0.48 0.064
H 3.74 1.81 3.04 0.101
H 3.93 3.80 4.48 0.089
H 1.87 4.80 5.45 0.093
H -0.33 3.82 4.95 0.091
H 1.76 -5.00 1.05 0.093
H 0.35 -6.81 0.27 0.094
H -2.07 -6.38 -0.22 0.094
H -2.96 -4.10 0.09 0.087
C 0.33 4.07 0.56 -0.166
Si -1.43 3.92 -0.12 0.405
C -2.61 4.56 1.19 -0.185
C -1.46 5.17 -1.55 -0.177
C -1.85 2.24 -0.75 -0.444
C -0.90 1.85 -1.78 -0.431
C -1.15 1.90 -3.17 -0.048
C -0.16 1.58 -4.07 -0.075
C 1.09 1.18 -3.61 -0.090
C 1.27 1.12 -2.25 -0.175
N 0.32 1.43 -1.36 -0.018
Si -3.63 1.84 -0.97 0.396
C -4.67 3.17 -1.84 -0.191
C -3.87 0.25 -1.97 -0.181
C -4.45 1.52 0.70 -0.172
H 0.52 5.10 0.86 0.035
H 1.06 3.80 -0.20 0.022
H 0.50 3.46 1.45 -0.001
H -2.32 5.58 1.46 0.029
H -2.56 3.95 2.09 -0.006
H -3.65 4.60 0.84 0.015
H -1.15 6.16 -1.22 0.021
H -2.46 5.25 -1.98 0.014
H -0.79 4.86 -2.35 0.023
H -2.12 2.25 -3.51 0.099
H -0.36 1.64 -5.14 0.101
H 1.89 0.91 -4.28 0.093
H 2.22 0.78 -1.84 0.090
H -4.28 3.39 -2.84 0.017
H -4.66 4.11 -1.28 0.010
H -5.71 2.86 -1.94 0.020
H -3.52 0.33 -3.00 0.015
H -4.94 0.00 -1.99 0.027
H -3.35 -0.57 -1.48 -0.015
H -4.26 2.34 1.41 0.013
H -4.06 0.60 1.15 0.009
H -5.53 1.41 0.59 0.027
N 0.26 -3.64 -2.20 0.145
C 0.55 -2.35 -1.88 -0.164
N 1.80 -2.03 -2.06 0.135
C 2.39 -3.20 -2.51 -0.252
C 3.72 -3.45 -2.85 -0.030
C 4.06 -4.73 -3.24 -0.112
C 3.10 -5.76 -3.29 -0.112
C 1.78 -5.52 -2.97 -0.028
C 1.45 -4.23 -2.58 -0.209
H -0.57 -4.13 -1.89 0.132
H -0.23 -1.72 -1.47 0.097
H 4.46 -2.66 -2.80 0.105
H 5.09 -4.96 -3.50 0.091
H 3.41 -6.75 -3.59 0.092
H 1.04 -6.31 -3.00 0.106
```

LUMO energy in Ha: 0.0931
Total charge: -1
HOMO-LUMO gap in eV: 6.98
E_HOMO in eV: -4.4

---

No. 2
C21H19Cl2N3O3 | ωB97M-V with the def2-TZVPD basis set

```
48
Properties=species:S:1:pos:R:3:lowdin_charge:R:1
O 0.92 2.78 -2.86 0.080
C 0.87 1.86 -2.08 -0.466
C 0.57 0.42 -2.53 -0.005
N -0.61 -0.14 -1.92 0.088
C -1.79 -0.36 -2.66 -0.485
O -1.93 -0.13 -3.83 0.119
N -2.69 -0.88 -1.79 0.169
C -2.14 -1.11 -0.47 -0.303
C -2.91 -0.32 0.60 -0.090
C -2.43 -0.72 1.98 -0.173
C -2.79 -2.18 2.24 -0.137
C -2.34 -3.08 1.13 -0.157
C -2.22 -4.44 1.36 -0.032
C -1.82 -5.31 0.36 -0.076
C -1.54 -4.82 -0.90 -0.073
C -1.65 -3.47 -1.15 -0.015
C -2.06 -2.59 -0.15 -0.090
C -0.73 -0.56 -0.64 -0.345
O 0.14 -0.50 0.21 0.101
N 1.09 1.97 -0.76 0.065
C 1.40 3.24 -0.14 -0.147
C 2.79 3.30 0.44 -0.214
C 3.78 2.40 0.06 -0.018
C 5.06 2.46 0.58 -0.096
C 5.36 3.45 1.50 -0.677
Cl 6.95 3.54 2.17 0.681
C 4.41 4.37 1.90 -0.129
C 3.13 4.28 1.36 -0.605
Cl 1.96 5.45 1.86 0.722
H 1.43 -0.22 -2.29 0.142
H 0.40 0.43 -3.61 0.135
H -3.59 -1.20 -2.08 0.173
H -2.76 0.75 0.42 0.131
H -3.97 -0.54 0.49 0.130
H -1.34 -0.59 2.04 0.110
H -2.89 -0.08 2.74 0.116
H -2.35 -2.51 3.18 0.121
H -3.88 -2.27 2.34 0.127
H -2.44 -4.82 2.35 0.115
H -1.74 -6.37 0.57 0.104
H -1.23 -5.49 -1.69 0.104
H -1.43 -3.09 -2.13 0.119
H 1.05 1.15 -0.17 0.111
H 1.29 4.00 -0.91 0.136
H 0.67 3.44 0.66 0.108
H 3.54 1.64 -0.67 0.115
H 5.81 1.75 0.27 0.106
H 4.65 5.14 2.61 0.104
```

LUMO energy in Ha: 0.0193
SMILES: O=C(CN1C(=O)N[C@]2(CCCc3ccccc32)C1=O)NCc1ccc(Cl)cc1Cl
HOMO-LUMO gap in eV: 9.62
E_HOMO in eV: -9.1

---

No. 3
C15H39ClCoI2P3 | ωB97M-V with the def2-TZVPD basis set

```
61
Properties=species:S:1:pos:R:3:lowdin_charge:R:1
I 0.19 -0.64 0.40 0.870
I 0.09 -0.50 -2.50 0.499
Co 0.11 -3.33 -2.73 -0.014
P 2.39 -2.39 -1.87 0.541
C 3.25 -0.97 -1.05 -0.340
C 3.17 -3.78 -1.07 -0.263
H 4.25 -3.69 -1.22 0.060
H 4.15 -2.22 -3.45 0.063
H 2.79 -4.71 -1.49 0.037
H 2.72 -2.99 -4.19 0.040
H 3.08 -0.99 0.03 -0.008
H 2.91 -3.73 -0.02 0.053
C 3.07 -2.19 -3.53 -0.283
H 4.34 -1.01 -1.21 0.068
H 2.74 -1.24 -3.93 0.027
H 2.89 0.00 -1.40 0.008
P -2.12 -2.75 -1.88 0.580
C -3.19 -1.52 -1.01 -0.275
C -2.83 -2.64 -3.53 -0.273
H -2.16 -5.14 -1.62 0.041
H -3.74 -4.33 -1.23 0.059
H -2.35 -4.24 -0.09 0.056
C -2.65 -4.29 -1.14 -0.264
H -2.33 -3.32 -4.23 0.044
H -3.89 -2.88 -3.45 0.067
H -4.23 -1.88 -1.01 0.067
H -3.15 -0.54 -1.50 0.036
H -2.70 -1.61 -3.89 0.039
H -2.84 -1.39 0.04 0.016
Cl 0.38 -5.29 -3.58 0.024
C 0.20 0.17 3.70 -0.124
C -0.76 1.01 2.79 -0.580
C -1.44 2.07 3.63 -0.101
P 0.08 1.64 1.25 0.841
C -1.09 2.41 0.03 -0.539
C -2.31 3.10 0.58 -0.097
C -0.30 3.35 -0.96 -0.095
C 1.36 2.92 1.65 -0.486
C 0.69 4.20 2.20 -0.055
C 2.43 2.41 2.61 -0.097
H 0.85 0.78 4.36 0.080
H 0.85 -0.54 3.15 0.030
H -0.44 -0.45 4.36 0.105
H -1.55 0.33 2.39 0.085
H -0.80 2.61 4.32 0.088
H -2.02 2.76 2.99 0.063
H -2.13 1.53 4.26 0.102
H -1.42 1.55 -0.58 0.041
H -2.18 4.00 1.20 0.092
H -2.87 3.49 -0.26 0.099
H -2.88 2.39 1.17 0.077
H -0.99 3.65 -1.76 0.097
H 0.03 4.32 -0.51 0.086
H 0.60 2.87 -1.40 0.074
H 1.86 3.19 0.70 0.121
H 0.13 4.01 3.11 0.073
H 1.48 4.91 2.44 0.110
H 0.06 4.65 1.44 0.063
H 2.09 2.26 3.63 0.075
H 3.28 3.12 2.62 0.109
H 2.89 1.47 2.22 0.090
```

LUMO energy (alpha / beta) in Ha: -0.2807 / -0.3089
Spin multiplicity: 5
Total charge: +2
HOMO-LUMO gap (alpha / beta) in eV: 6.29 / 5.97
E_HOMO (alpha / beta) in eV: -13.9 / -14.4

---

Energy relative to the best compared isomer or geometry (same formula, charge and spin) (computed, kJ/mol): 22.06 0.00 16.84